{
  "formula": "C38H53BrCuNP3",
  "method": "ωB97M-V with the def2-TZVPD basis set",
  "e_above_lowest_ev": 0.000,
  "gap_ha": [0.2050, 0.1401],
  "energy_ev": -184286.3249,
  "multiplicity": 2,
  "largest_force_ev_per_a": 3.14,
  "total_charge": 2,
  "elements": ["N", "C", "C", "C", "C", "C", "C", "Cu", "P", "C", "C", "C", "C", "C", "C", "C", "Br", "H", "H", "H", "H", "H", "H", "H", "H", "H", "H", "P", "C", "C", "H", "H", "H", "H", "H", "C", "C", "H", "H", "H", "H", "H", "C", "C", "H", "H", "H", "H", "H", "C", "C", "H", "H", "H", "H", "H", "C", "C", "H", "H", "H", "H", "H", "C", "C", "H", "H", "H", "H", "H", "C", "P", "C", "C", "C", "C", "C", "C", "C", "C", "C", "C", "C", "C", "H", "H", "H", "H", "H", "H", "H", "H", "H", "H", "H", "H", "H"],
  "positions_angstrom": [[-5.83878, 4.29345, -5.51850], [-5.66560, 4.56420, -4.22545], [-4.93145, 3.71817, -3.36945], [-4.25437, 2.61108, -3.92344], [-4.49364, 2.31691, -5.28205], [-5.28942, 3.20215, -6.04293], [-3.25594, 1.85564, -3.12174], [-2.65779, 0.16256, -3.81983], [5.06855, -0.98319, -1.00795], [-1.85231, 1.85436, -3.48075], [-0.78584, 1.76018, -2.46122], [0.53188, 1.44268, -2.82373], [1.45015, 1.00090, -1.87019], [1.10440, 1.02227, -0.50343], [-0.12804, 1.60293, -0.13844], [-1.04907, 1.99514, -1.10103], [1.88672, -0.11637, 0.75920], [-3.50891, 1.83635, -2.05721], [-1.51542, 2.44933, -4.34949], [-4.82879, 3.95699, -2.31487], [-4.05554, 1.44179, -5.76014], [-6.10764, 5.48176, -3.82432], [-5.44761, 2.99688, -7.11302], [0.81053, 1.47582, -3.88287], [-1.99211, 2.45760, -0.77436], [2.40951, 0.61691, -2.20465], [-0.38897, 1.77949, 0.91250], [-0.28938, -2.21918, -1.24534], [4.79942, 0.74228, -0.53531], [6.06365, 1.58429, -0.76248], [4.52484, 0.75091, 0.52929], [3.95240, 1.13363, -1.11174], [5.92695, 2.58495, -0.33651], [6.93079, 1.11408, -0.28111], [6.27145, 1.69403, -1.83404], [4.00708, -1.49825, -2.36035], [4.83964, -2.53592, -3.13518], [3.78204, -0.61724, -2.97803], [3.06788, -1.91093, -1.96268], [4.46249, -2.68255, -4.14856], [5.88167, -2.19276, -3.20378], [4.84755, -3.50299, -2.61848], [4.59657, -2.04301, 0.39371], [5.60743, -2.04917, 1.54456], [4.44546, -3.06539, 0.00264], [3.61908, -1.65052, 0.73478], [5.30845, -2.78499, 2.29993], [6.60658, -2.31864, 1.18326], [5.66770, -1.07209, 2.04033], [-0.14421, -3.00347, 0.42829], [-0.91389, -4.29758, 0.66814], [-0.45612, -2.23039, 1.14510], [0.93012, -3.16817, 0.59406], [-1.85647, -4.10648, 1.19666], [-1.13285, -4.84687, -0.25602], [-0.32038, -4.95944, 1.31249], [0.22300, -3.60160, -2.35691], [0.23547, -3.24125, -3.84477], [-0.45145, -4.44934, -2.16415], [1.23389, -3.89397, -2.02586], [-0.72492, -3.46314, -4.32133], [0.46701, -2.18542, -4.02814], [0.99612, -3.84013, -4.35877], [-2.10798, -2.20625, -1.52828], [-2.93331, -1.61023, -0.39257], [-2.40120, -3.24972, -1.73527], [-2.27950, -1.60612, -2.45471], [-3.83660, -1.13959, -0.79665], [-3.27266, -2.37009, 0.32144], [-2.37684, -0.84130, 0.15540], [1.24151, 1.89011, 3.53805], [-0.51502, 1.67853, 3.10470], [-0.88080, -0.07471, 3.45409], [-2.20544, -0.51518, 3.24901], [-2.55354, -1.83490, 3.52226], [-1.58774, -2.73857, 3.98671], [-0.26941, -2.30735, 4.16504], [0.09129, -0.98645, 3.88799], [-1.28818, 2.56252, 4.49912], [-2.15052, 3.63803, 4.20810], [-2.61115, 4.45001, 5.24518], [-2.21929, 4.19670, 6.56631], [-1.39288, 3.10397, 6.85404], [-0.94671, 2.26802, 5.82760], [1.86359, 1.17689, 2.99199], [1.37323, 1.78883, 4.61788], [1.52671, 2.90311, 3.23004], [-2.95907, 0.19584, 2.89010], [-3.58590, -2.16114, 3.38705], [-1.86960, -3.76755, 4.22200], [0.48516, -3.00631, 4.52929], [1.12617, -0.67652, 4.04124], [-2.44390, 3.82288, 3.17317], [-3.26730, 5.29287, 5.02108], [-2.56382, 4.84714, 7.37439], [-1.08656, 2.90256, 7.88049], [-0.32229, 1.40469, 6.05940]],
  "forces_ev_per_angstrom": [[0.00, 0.21, -0.16], [0.43, -0.88, 0.43], [0.29, -0.09, -0.50], [-0.67, 0.02, -1.12], [-0.17, 0.89, 0.19], [0.48, -0.67, 0.51], [1.41, 2.29, 0.08], [-0.10, -2.37, -0.38], [-1.85, 0.05, 1.15], [-0.96, 2.79, 1.07], [0.15, -0.08, 0.47], [-0.11, -0.33, -0.13], [-0.06, 0.31, 0.61], [-1.82, 0.16, -1.49], [0.52, 0.31, -0.29], [0.07, -0.39, 0.02], [-0.05, 0.32, 0.06], [0.20, -0.67, -0.15], [-0.58, -0.89, -0.19], [0.01, 0.05, -0.13], [-0.02, 0.12, 0.01], [0.04, -0.37, -0.25], [-0.07, 0.22, 0.59], [-0.06, -0.28, 0.37], [0.48, -0.35, -0.13], [-0.34, 0.09, 0.08], [0.13, -0.29, -0.39], [0.62, 0.37, 0.09], [0.65, 0.50, 0.15], [0.13, 0.23, -0.08], [0.10, -0.13, -0.31], [0.25, -0.15, 0.14], [0.06, -0.25, -0.12], [-0.15, 0.23, -0.12], [0.05, -0.01, 0.26], [0.40, 0.07, -0.63], [0.12, -0.23, -0.19], [0.12, -0.33, 0.07], [0.17, 0.19, 0.01], [0.00, -0.03, 0.14], [-0.23, -0.20, -0.23], [-0.02, 0.18, -0.14], [0.59, -0.64, 0.22], [0.15, -0.02, 0.12], [0.05, 0.40, 0.08], [0.61, -0.29, -0.46], [0.07, 0.18, -0.18], [-0.18, 0.02, 0.18], [0.01, -0.18, -0.13], [-0.20, 0.20, -0.20], [-0.09, -0.34, 0.30], [0.17, -0.15, -0.03], [-0.15, 0.17, -0.11], [0.18, -0.07, -0.22], [0.03, 0.06, 0.27], [-0.25, 0.05, -0.16], [-0.14, -0.07, 0.36], [0.05, -0.21, -0.14], [0.38, 0.03, -0.20], [-0.30, 0.02, -0.07], [0.11, 0.05, 0.07], [0.05, -0.04, 0.11], [-0.23, 0.13, -0.06], [-0.13, -0.59, -0.07], [-0.28, 0.25, 0.06], [-0.26, 0.45, -0.16], [0.06, -0.25, -0.03], [0.04, -0.06, 0.16], [0.26, 0.16, -0.16], [-0.07, -0.09, -0.01], [0.20, 0.00, 0.13], [-0.67, 0.21, 0.30], [0.07, -0.28, 0.10], [0.42, 0.01, 0.08], [0.11, -0.09, 0.03], [0.08, 0.27, -0.01], [-0.15, -0.17, -0.11], [-0.42, -0.15, 0.04], [-0.27, 0.21, 0.13], [0.37, -0.36, 0.44], [0.01, -0.03, 0.19], [0.03, -0.11, -0.28], [-0.07, -0.09, -0.15], [-0.28, 0.58, -0.03], [-0.06, 0.24, 0.30], [0.24, -0.01, -0.15], [-0.02, -0.16, 0.15], [0.25, -0.27, 0.18], [0.27, 0.07, 0.05], [0.12, 0.34, -0.09], [-0.21, 0.17, -0.08], [-0.31, -0.02, 0.01], [0.12, 0.05, 0.29], [0.18, -0.25, 0.11], [0.13, -0.23, -0.31], [-0.15, 0.05, -0.23], [-0.10, 0.21, -0.04]]
}